Here is a single C4H7NO2 molecule from the Open Molecules 2025 dataset. Energies are from ωB97M-V with the def2-TZVPD basis set.

Geometry (Å):
O -2.479 -0.063 -0.719
C -1.368 -0.117 0.139
C -0.206 -1.013 -0.336
N 0.629 -0.018 0.434
C -0.358 1.041 -0.010
C 2.063 0.080 0.359
O 2.647 1.113 0.519
H -3.242 -0.217 -0.153
H 0.202 -0.192 1.382
H -0.076 -2.046 0.004
H 0.090 -0.910 -1.399
H -0.364 1.923 0.636
H -0.081 1.316 -1.045
H 2.542 -0.898 0.189

Output
LUMO level: 0.139 eV
total energy: -9841.83159 eV
total charge: 0
HOMO energy: -6.900 eV
relative energy (zero: lowest compared OMol25 entry of this formula, charge and spin): 125.6 kcal per mole
F_max: 0.69 eV Å⁻¹
Kohn-Sham gap: 7.04 eV

Here is 2 unconnected molecules or ions with the total composition C4H7NO2 in a non-equilibrium geometry from the Open Molecules 2025 dataset. Energies are from ωB97M-V with the def2-TZVPD basis set.

Geometry (Å):
C 1.758 1.620 2.346
C -1.638 -0.921 -1.114
C -0.236 -1.186 -1.607
C -0.226 -0.051 0.355
N 1.455 2.000 1.198
O -1.478 -0.121 0.001
O 0.594 -0.543 -0.594
H 1.206 0.889 2.902
H -2.278 -0.343 -1.847
H -2.329 -1.889 -0.953
H -0.002 -2.207 -1.749
H -0.136 -0.721 -2.618
H 2.551 2.172 2.882
H 0.759 1.303 0.799

Output
LUMO level (alpha / beta): 0.921 / -1.856 eV
2S+1: 3
total energy: -9839.53355 eV
total charge: 0
HOMO energy (alpha / beta): -6.161 / -10.029 eV
relative energy (zero: lowest compared OMol25 entry of this formula, charge and spin): 48.9 kcal per mole
F_max: 3.98 eV Å⁻¹
Kohn-Sham gap (alpha / beta): 7.08 / 8.17 eV

Here is 2 unconnected molecules or ions with the total composition C4H7NO2 in a non-equilibrium geometry from the Open Molecules 2025 dataset. Energies are from ωB97M-V with the def2-TZVPD basis set.

Geometry (Å):
O 2.457 1.219 0.480
C 2.509 0.243 -0.225
C 3.666 -0.573 -0.512
C -2.945 -1.246 0.540
C -2.036 -0.258 0.027
N -2.455 1.085 0.162
O -0.980 -0.530 -0.534
H 1.600 0.029 -0.840
H 4.658 -0.133 -0.469
H 3.507 -1.381 -1.215
H -2.605 -2.267 0.611
H -3.845 -0.934 1.051
H -1.725 1.757 -0.016
H -2.791 1.180 1.120

Output
LUMO level (alpha / beta): -9.753 / -8.061 eV
2S+1: 2
total energy: -9833.23534 eV
total charge: +1
HOMO energy (alpha / beta): -13.152 / -14.114 eV
relative energy (zero: lowest compared OMol25 entry of this formula, charge and spin): 84.7 kcal per mole
F_max: 1.77 eV Å⁻¹
Kohn-Sham gap (alpha / beta): 3.40 / 6.05 eV

Here is a gas-phase ion, C4H7NO2S (charge -2) in a non-equilibrium geometry from the Open Molecules 2025 dataset. Energies are from ωB97M-V with the def2-TZVPD basis set.

Geometry (Å):
O -1.264 1.125 -2.117
C -1.264 1.345 -0.841
N -0.562 1.192 0.191
C 0.419 0.170 0.531
C 0.909 -0.640 -0.636
O 1.184 0.118 -1.737
C -0.183 -0.748 1.681
S 0.944 -1.920 2.357
H -2.099 1.978 -0.565
H 1.287 0.821 1.049
H 1.846 -1.009 -0.346
H 0.182 -1.401 -1.060
H 0.207 0.429 -2.091
H -0.917 -1.390 1.225
H -0.690 -0.072 2.359

Output
LUMO level: 6.223 eV
total energy: -20679.46419 eV
SMILES: [O-]/C=N\[C@H](CO)C[S-]
total charge: -2
HOMO energy: 0.719 eV
relative energy (zero: lowest compared OMol25 entry of this formula, charge and spin): 67.0 kcal per mole
F_max: 4.17 eV Å⁻¹
Kohn-Sham gap: 5.50 eV

Here is a molecular structure, C4H7NO2S in a non-equilibrium geometry from the Open Molecules 2025 dataset. Energies are from ωB97M-V with the def2-TZVPD basis set.

Geometry (Å):
C 1.633 -1.075 0.294
C 0.567 0.011 0.082
C 0.108 0.111 -1.374
C -0.755 -0.353 0.810
H 2.499 -0.354 1.855
H 2.517 -0.850 -0.330
H 1.195 -2.032 -0.011
H 0.374 1.858 0.641
H 0.076 -0.885 -1.795
H 0.620 0.776 -2.046
H -0.733 -0.836 1.771
N -1.855 -0.072 0.285
O 1.910 -1.104 1.662
O 1.065 1.188 0.677
S -1.668 0.624 -1.228

Output
LUMO level: 0.670 eV
total energy: -20680.78313 eV
total charge: 0
HOMO energy: -8.815 eV
relative energy (zero: lowest compared OMol25 entry of this formula, charge and spin): 45.0 kcal per mole
F_max: 1.60 eV Å⁻¹
Kohn-Sham gap: 9.49 eV

Here is a single C4H7NO2S molecule in a non-equilibrium geometry from the Open Molecules 2025 dataset. Energies are from ωB97M-V with the def2-TZVPD basis set.

Geometry (Å):
C 1.947 -0.497 -0.385
C 0.612 0.067 -0.824
C -0.616 -0.823 -0.300
N -1.137 0.187 0.559
O -2.198 -0.174 1.374
C -0.653 1.408 0.469
S -1.394 2.660 1.177
O 0.377 1.317 -0.396
H 2.698 0.175 -0.652
H 2.127 -1.531 -0.759
H 2.021 -0.608 0.728
H 0.591 0.065 -1.880
H -0.377 -1.736 0.341
H -1.368 -1.213 -1.025
H -2.629 0.703 1.573

Output
LUMO level: 0.743 eV
total energy: -20679.66004 eV
SMILES: C[C@H]1CN(O)C(=S)O1
total charge: 0
HOMO energy: -8.734 eV
relative energy (zero: lowest compared OMol25 entry of this formula, charge and spin): 70.9 kcal per mole
F_max: 4.80 eV Å⁻¹
Kohn-Sham gap: 9.48 eV

Here is a single C4H7NO2S molecule in a non-equilibrium geometry from the Open Molecules 2025 dataset. Energies are from ωB97M-V with the def2-TZVPD basis set.

Geometry (Å):
O -2.271 -0.389 0.525
C -1.103 -0.419 -0.331
C -0.715 0.992 -0.693
N 0.220 1.761 -0.335
O 0.943 1.241 0.741
C 2.068 0.496 0.295
S 1.556 -1.126 -0.410
C -0.019 -1.229 0.414
H -2.970 -0.049 -0.062
H -1.328 -0.958 -1.303
H -1.296 1.409 -1.540
H 2.624 0.357 1.246
H 2.562 1.001 -0.548
H -0.337 -2.272 0.577
H 0.067 -0.816 1.426

Output
LUMO level: 0.543 eV
total energy: -20679.06573 eV
SMILES: O[C@H]1C=NOCSC1
total charge: 0
HOMO energy: -9.031 eV
relative energy (zero: lowest compared OMol25 entry of this formula, charge and spin): 84.6 kcal per mole
F_max: 1.60 eV Å⁻¹
Kohn-Sham gap: 9.57 eV

Here is a single C4H7NO2S2 molecule in a non-equilibrium geometry from the Open Molecules 2025 dataset. Energies are from ωB97M-V with the def2-TZVPD basis set.

Geometry (Å):
C -1.816 0.772 -0.889
N -0.778 0.186 -0.130
C -1.023 -0.031 1.297
S 0.077 -1.273 1.959
C 1.476 -0.502 0.390
O 2.231 -1.471 -0.192
S 2.553 0.814 0.907
C 0.388 -0.180 -0.560
O 0.615 -0.338 -1.741
H -2.460 -0.081 -1.270
H -2.247 1.573 -0.219
H -1.412 1.173 -1.763
H -0.962 1.009 1.776
H -2.041 -0.421 1.408
H 1.888 -1.632 -1.164
H 3.512 0.403 0.190

Output
LUMO level: -0.008 eV
total energy: -31515.49834 eV
SMILES: CN1CS[C@](O)(S)C1=O
total charge: 0
HOMO energy: -9.072 eV
relative energy (zero: lowest compared OMol25 entry of this formula, charge and spin): 21.4 kcal per mole
F_max: 3.09 eV Å⁻¹
Kohn-Sham gap: 9.06 eV

Here is 2 unconnected molecules or ions with the total composition C4H7NO3 in a non-equilibrium geometry from the Open Molecules 2025 dataset. Energies are from ωB97M-V with the def2-TZVPD basis set.

Geometry (Å):
O 0.577 1.101 1.578
C 0.244 0.760 0.527
N -0.104 0.389 -0.558
C -0.202 1.168 -1.784
O 0.907 2.007 -1.879
O -0.266 0.380 -2.883
H -1.152 1.729 -1.749
H 0.864 2.729 -1.244
H 0.602 -0.028 -3.030
C 0.318 -1.864 1.536
C -0.809 -1.547 2.137
H 0.333 -2.339 0.569
H 1.278 -1.673 1.986
H -1.769 -1.741 1.689
H -0.824 -1.072 3.105

Output
LUMO level: 0.529 eV
total energy: -11892.79256 eV
SMILES: O=C=NC(O)O.C=C
total charge: 0
HOMO energy: -10.120 eV
relative energy (zero: lowest compared OMol25 entry of this formula, charge and spin): 57.3 kcal per mole
F_max: 1.12 eV Å⁻¹
Kohn-Sham gap: 10.65 eV

Here is 2 unconnected molecules or ions with the total composition C4H7NO3 in a non-equilibrium geometry from the Open Molecules 2025 dataset. Energies are from ωB97M-V with the def2-TZVPD basis set.

Geometry (Å):
C -0.754 -1.156 0.731
C -0.494 0.347 0.657
O -1.504 1.083 1.279
O 0.716 0.713 1.241
C -0.543 0.858 -0.841
O -0.949 0.225 -1.777
H -0.655 -1.488 1.764
H -0.036 -1.684 0.116
H -1.760 -1.367 0.375
H -1.208 1.286 2.179
H 1.470 0.327 0.742
H -0.341 1.943 -0.892
C 1.978 -0.316 -1.883
N 2.350 -0.239 -0.801
H 1.729 -0.530 -2.889

Output
LUMO level: 0.858 eV
total energy: -11892.77560 eV
SMILES: CC(O)(O)C=O.C#N
total charge: 0
HOMO energy: -9.527 eV
relative energy (zero: lowest compared OMol25 entry of this formula, charge and spin): 57.7 kcal per mole
F_max: 1.60 eV Å⁻¹
Kohn-Sham gap: 10.39 eV

Here is a single C4H7NO3 molecule in a non-equilibrium geometry from the Open Molecules 2025 dataset. Energies are from ωB97M-V with the def2-TZVPD basis set.

Geometry (Å):
O -0.494 -2.341 1.563
C 0.076 -1.324 1.843
C -0.172 0.049 1.239
C -0.972 -0.070 -0.083
N -0.044 -0.322 -1.159
C 0.748 0.653 -1.740
O 1.843 0.406 -2.169
O 0.099 1.848 -1.738
H 0.889 -1.323 2.615
H 0.773 0.571 1.076
H -0.641 0.573 2.104
H -1.477 0.906 -0.199
H -1.811 -0.765 0.007
H 0.423 -1.215 -1.129
H 0.759 2.354 -2.230

Output
LUMO level: 0.653 eV
total energy: -11894.22670 eV
SMILES: O=CCCNC(=O)O
total charge: 0
HOMO energy: -9.877 eV
relative energy (zero: lowest compared OMol25 entry of this formula, charge and spin): 24.2 kcal per mole
F_max: 2.83 eV Å⁻¹
Kohn-Sham gap: 10.53 eV

Here is a single C4H7NO3 molecule in a non-equilibrium geometry from the Open Molecules 2025 dataset. Energies are from ωB97M-V with the def2-TZVPD basis set.

Geometry (Å):
C -1.597 -1.667 0.063
O -0.017 -1.654 0.046
C 0.394 -0.445 -0.093
N 1.604 0.108 -0.077
O 2.548 -0.934 -0.366
C -0.524 0.826 -0.122
C 0.205 2.159 0.253
O -1.653 0.713 -0.683
H -1.950 -1.673 -1.009
H -2.188 -1.151 1.051
H -1.685 -2.749 0.485
H 3.369 -0.530 -0.194
H -0.352 3.197 -0.103
H 1.152 1.839 -0.498
H 0.692 1.960 1.248

Output
LUMO level: 0.437 eV
total energy: -11888.38419 eV
SMILES: CO/C(=N\O)C(C)=O
total charge: 0
HOMO energy: -9.193 eV
relative energy (zero: lowest compared OMol25 entry of this formula, charge and spin): 159.0 kcal per mole
F_max: 6.18 eV Å⁻¹
Kohn-Sham gap: 9.63 eV

Here is a single C4H7NO3 molecule in a non-equilibrium geometry from the Open Molecules 2025 dataset. Energies are from ωB97M-V with the def2-TZVPD basis set.

Geometry (Å):
C 1.683 1.024 0.320
C 1.081 -0.344 0.171
O 1.809 -1.323 0.312
C -0.527 -0.723 0.120
N -0.761 -1.684 -0.952
C -1.151 0.593 -0.177
O -0.778 1.383 -1.054
O -2.168 0.917 0.654
H 2.767 0.931 0.435
H 1.560 1.595 -0.601
H 1.278 1.548 1.186
H -0.839 -1.098 1.097
H -1.522 -2.316 -0.715
H 0.051 -2.281 -1.110
H -2.485 1.779 0.315

Output
LUMO level: 0.564 eV
total energy: -11893.76722 eV
SMILES: CC(=O)[C@H](N)C(=O)O
total charge: 0
HOMO energy: -9.999 eV
relative energy (zero: lowest compared OMol25 entry of this formula, charge and spin): 34.8 kcal per mole
F_max: 3.43 eV Å⁻¹
Kohn-Sham gap: 10.56 eV

Here is a single C4H7NO3 molecule in a non-equilibrium geometry from the Open Molecules 2025 dataset. Energies are from ωB97M-V with the def2-TZVPD basis set.

Geometry (Å):
C -1.072 -1.969 1.495
C -0.084 -0.763 1.578
C -0.568 0.441 0.778
O -1.158 1.305 1.390
N -0.484 0.593 -0.685
C 0.808 0.312 -1.278
O 1.476 -0.675 -0.835
O 1.073 1.065 -2.415
H -1.538 -1.934 2.398
H -1.802 -1.792 0.620
H -0.450 -2.814 1.478
H -0.076 -0.401 2.554
H 0.878 -1.141 1.178
H -1.119 1.420 -1.015
H 1.864 0.821 -2.983

Output
LUMO level: 0.427 eV
total energy: -11893.70927 eV
SMILES: CCC(=O)NC(=O)O
total charge: 0
HOMO energy: -10.171 eV
relative energy (zero: lowest compared OMol25 entry of this formula, charge and spin): 36.2 kcal per mole
F_max: 5.11 eV Å⁻¹
Kohn-Sham gap: 10.60 eV

Here is a molecular structure, C4H7NO3S in a non-equilibrium geometry from the Open Molecules 2025 dataset. Energies are from ωB97M-V with the def2-TZVPD basis set.

Geometry (Å):
C -1.273 -1.146 0.716
C 1.122 -0.648 -1.661
C -0.598 0.034 0.223
C 0.775 -0.041 -0.307
N -0.743 1.271 1.706
O -0.345 2.472 1.357
O -0.696 -2.086 1.333
O 1.505 1.183 -0.332
S -3.030 -1.097 0.598
H 1.514 -1.685 -1.450
H 2.001 -0.079 -2.137
H 0.299 -0.722 -2.321
H -1.358 0.539 -0.428
H 1.232 -0.747 0.396
H -1.755 1.165 1.780
H 1.351 1.587 0.527

Output
LUMO level (alpha / beta): 6.093 / 6.093 eV
total energy: -22724.90637 eV
total charge: -2
HOMO energy (alpha / beta): 1.311 / 1.314 eV
relative energy (zero: lowest compared OMol25 entry of this formula, charge and spin): 43.5 kcal per mole
F_max: 3.67 eV Å⁻¹
Kohn-Sham gap (alpha / beta): 4.78 / 4.78 eV

Here is a molecular structure, C4H7NO3S in a non-equilibrium geometry from the Open Molecules 2025 dataset. Energies are from ωB97M-V with the def2-TZVPD basis set.

Geometry (Å):
C 0.764 0.830 -1.404
C 0.429 -0.497 3.142
C 0.204 -0.883 1.884
C 1.047 -1.198 0.750
N -0.318 1.161 -1.472
O -2.184 -0.140 -2.745
O -1.258 1.789 -4.143
O -2.645 2.127 -2.190
S -1.908 1.253 -2.998
H -0.812 -0.926 1.630
H 1.796 0.820 -1.328
H 1.364 -0.404 3.711
H -0.395 -0.298 3.795
H 1.193 -0.300 0.050
H 0.700 -2.078 0.243
H 2.023 -1.256 1.074

Output
LUMO level (alpha / beta): -0.224 / -2.464 eV
2S+1: 3
total energy: -22720.98676 eV
total charge: 0
HOMO energy (alpha / beta): -5.564 / -11.103 eV
relative energy (zero: lowest compared OMol25 entry of this formula, charge and spin): 115.4 kcal per mole
F_max: 9.80 eV Å⁻¹
Kohn-Sham gap (alpha / beta): 5.34 / 8.64 eV

Here is 2 unconnected molecules or ions with the total composition C4H7NO5 in a non-equilibrium geometry from the Open Molecules 2025 dataset. Energies are from ωB97M-V with the def2-TZVPD basis set.

Geometry (Å):
C 0.864 -3.152 -1.420
C 0.097 -2.301 -0.477
O -0.769 -2.677 0.303
O 0.428 -0.969 -0.529
C -0.399 -0.317 0.375
C -0.087 1.347 0.397
O -0.998 1.372 1.334
O 0.382 4.269 0.645
N -0.541 4.701 1.299
O -1.053 5.808 1.456
H 1.502 -2.534 -2.054
H 1.424 -3.835 -0.782
H 0.119 -3.718 -1.979
H -1.473 -0.418 0.074
H -0.183 -0.739 1.388
H 0.996 1.445 0.590
H -0.309 1.716 -0.620

Output
LUMO level (alpha / beta): -1.089 / -1.975 eV
total energy: -15982.21970 eV
total charge: 0
HOMO energy (alpha / beta): -10.233 / -10.326 eV
relative energy (zero: lowest compared OMol25 entry of this formula, charge and spin): 177.8 kcal per mole
F_max: 3.36 eV Å⁻¹
Kohn-Sham gap (alpha / beta): 9.14 / 8.35 eV